Record 1
C2HN3O2 | ωB97M-V/def2-TZVPD

Structure (XYZ):
```
8
C2HN3O2 (ωB97M-V/def2-TZVPD)
N 0.962 0.486 0.866
N 0.812 -0.908 0.216
N -0.336 0.691 0.958
C 0.060 -0.791 -0.882
C -0.961 0.511 -0.302
O 0.007 -1.398 -1.908
O -1.903 1.061 -0.744
H 1.360 0.348 1.798
```

Its multiplicity is 1. The calculation puts the energy relative to the best compared isomer or geometry (same formula, charge and spin) at 160.6 kcal/mol. Its highest occupied orbital energy (spin up / spin down) is -9.8175 / -9.7417 eV. The strongest force on any atom comes out at 0.0839 Eh/bohr. The value obtained for the LUMO energy (spin up / spin down) is -3.55 / -3.40 eV.

=====

Record 2
C4H6O3S | ωB97M-V/def2-TZVPD

Structure (XYZ):
```
14
C4H6O3S (ωB97M-V/def2-TZVPD)
C 1.716 -0.363 0.051
C 0.156 -0.771 0.202
C -0.781 -0.172 -0.748
C -2.124 0.380 -0.254
H 2.685 0.442 2.064
H 1.950 -0.104 -1.037
H 2.217 -1.315 0.482
H -0.002 -0.955 1.318
H -0.309 0.551 -1.557
H -1.497 2.040 -0.782
O 1.872 0.904 0.648
O -0.495 -1.661 -0.798
O -2.326 1.651 -0.320
S -3.060 -0.626 0.731
```

Its multiplicity is 1. The calculation puts the energy relative to the best compared isomer or geometry (same formula, charge and spin) at 166.3 kcal/mol. Its highest occupied orbital energy is -8.5660 eV. The strongest force on any atom comes out at 0.1217 Eh/bohr. The value obtained for the LUMO energy is -2.12 eV.

=====

Record 3
H13O6 | ωB97M-V/def2-TZVPD

Structure (XYZ):
```
19
H13O6 (ωB97M-V/def2-TZVPD)
O -20.277 -0.631 -7.571
H -19.942 -0.518 -6.678
H -20.937 -1.328 -7.554
H -19.579 -0.880 -8.181
O -19.066 4.813 -7.658
H -19.047 5.648 -7.189
H -19.515 5.010 -8.480
O -17.615 -3.861 -10.187
H -17.744 -3.925 -11.133
H -17.484 -4.765 -9.900
O -19.189 1.488 -13.455
H -19.139 0.905 -14.213
H -18.477 2.114 -13.585
O -22.921 -4.333 -6.781
H -22.404 -5.070 -6.457
H -23.829 -4.630 -6.714
O -19.502 -0.377 -2.781
H -19.231 0.472 -2.432
H -20.187 -0.675 -2.182
```

Its multiplicity is 1. The total charge is +1. The calculation puts the energy relative to the best compared isomer or geometry (same formula, charge and spin) at 70.4 kcal/mol. Its highest occupied orbital energy is -13.6468 eV. The strongest force on any atom comes out at 0.0248 Eh/bohr. The value obtained for the LUMO energy is -4.66 eV.

=====

Record 4
C41H83F3N10O15 | ωB97M-V/def2-TZVPD

Structure (XYZ):
```
152
C41H83F3N10O15 (ωB97M-V/def2-TZVPD)
C -1.430 -5.596 -0.264
C -0.237 -5.170 -1.266
C 0.639 -3.920 -0.689
C 0.273 -2.586 -1.562
C 0.776 -1.333 -0.676
C 0.153 0.083 -1.113
C -1.452 0.111 -1.143
C -2.155 -0.724 0.046
C -3.707 -0.250 0.264
C -4.651 -1.535 0.427
O -3.989 -2.394 1.418
O -5.966 -1.385 1.057
C -6.511 -2.721 0.847
O -7.494 -3.302 1.409
O -5.787 -3.427 -0.222
C -5.192 -2.286 -0.921
F -6.411 -1.579 -1.325
N -4.216 -2.574 -2.006
C -4.245 -1.575 -3.089
O -3.989 -1.903 -4.282
F -4.499 -0.173 -2.887
C -4.690 -3.881 -2.598
O -5.773 -3.978 -3.238
F -3.963 -5.101 -2.428
H -2.087 -6.394 -0.785
H -1.026 -6.104 0.690
H -2.021 -4.676 0.082
H -0.711 -4.836 -2.265
H 0.427 -6.094 -1.498
H 1.771 -4.161 -0.797
H 0.463 -3.764 0.438
H -0.831 -2.547 -1.866
H 0.910 -2.676 -2.537
H 0.679 -1.526 0.465
H 1.921 -1.253 -0.858
H 0.618 0.894 -0.420
H 0.513 0.361 -2.181
H -1.904 1.183 -1.110
H -1.841 -0.340 -2.144
H -1.569 -0.678 1.046
H -2.181 -1.831 -0.309
H -3.728 0.303 1.284
H -4.049 0.514 -0.516
H -3.457 -3.083 0.945
C -4.778 -7.972 3.570
N -4.284 -6.817 2.849
C -5.050 -6.311 1.727
C -3.121 -6.189 3.192
O -2.655 -5.217 2.627
H -4.859 -8.816 2.879
H -5.764 -7.741 3.981
H -4.105 -8.243 4.386
H -4.429 -6.341 0.827
H -5.330 -5.272 1.924
H -5.948 -6.910 1.573
H -2.618 -6.652 4.056
C 3.300 2.441 3.553
N 2.591 1.266 3.084
C 1.254 1.010 3.580
C 3.143 0.395 2.192
O 2.603 -0.608 1.760
H 3.406 2.383 4.640
H 2.723 3.333 3.289
H 4.291 2.509 3.099
H 1.237 0.038 4.079
H 0.559 0.982 2.736
H 0.949 1.788 4.281
H 4.161 0.682 1.880
C 3.156 6.354 -0.213
N 2.499 6.204 1.069
C 2.291 7.379 1.893
C 2.070 4.995 1.525
O 1.512 4.799 2.593
H 4.153 6.768 -0.054
H 2.571 7.037 -0.836
H 3.245 5.394 -0.722
H 2.796 7.237 2.852
H 1.221 7.503 2.076
H 2.685 8.268 1.398
H 2.278 4.172 0.823
C 9.117 4.876 0.565
N 7.803 5.349 0.177
C 7.684 6.641 -0.470
C 6.678 4.617 0.400
O 5.543 4.952 0.100
H 9.557 5.588 1.269
H 9.748 4.807 -0.326
H 9.058 3.894 1.039
H 7.038 7.282 0.134
H 7.227 6.507 -1.454
H 8.664 7.106 -0.580
H 6.882 3.654 0.895
C -7.531 -4.833 -5.858
N -7.600 -6.062 -6.622
C -8.693 -6.247 -7.556
C -6.669 -7.053 -6.490
O -6.671 -8.106 -7.100
H -8.438 -4.736 -5.256
H -7.459 -3.988 -6.549
H -6.662 -4.829 -5.198
H -9.258 -7.139 -7.273
H -8.284 -6.395 -8.559
H -9.352 -5.378 -7.552
H -5.883 -6.812 -5.756
C 9.398 8.423 5.694
N 8.779 7.845 4.518
C 8.554 6.414 4.476
C 8.402 8.605 3.448
O 7.880 8.180 2.433
H 10.386 7.976 5.833
H 8.775 8.209 6.566
H 9.506 9.504 5.589
H 9.088 5.992 3.621
H 7.485 6.224 4.350
H 8.904 5.943 5.396
H 8.618 9.677 3.581
C 0.663 0.871 -6.838
N 0.525 -0.027 -5.710
C -0.735 -0.064 -4.993
C 1.543 -0.840 -5.299
O 1.492 -1.614 -4.361
H 0.499 1.897 -6.499
H -0.085 0.612 -7.593
H 1.657 0.795 -7.281
H -0.559 0.200 -3.948
H -1.141 -1.079 -5.035
H -1.448 0.634 -5.434
H 2.453 -0.734 -5.911
C 7.806 -0.848 1.663
N 8.240 0.499 1.977
C 7.442 1.298 2.886
C 9.376 1.038 1.445
O 9.795 2.162 1.667
H 6.813 -0.805 1.206
H 7.757 -1.431 2.586
H 8.497 -1.332 0.970
H 7.116 2.206 2.372
H 8.055 1.583 3.744
H 6.571 0.737 3.227
H 9.906 0.348 0.770
C -9.067 -1.013 1.009
N -9.636 0.220 1.516
C -10.158 0.247 2.868
C -9.695 1.357 0.763
O -10.158 2.422 1.130
H -9.837 -1.789 1.033
H -8.232 -1.315 1.637
H -8.717 -0.889 -0.018
H -11.216 0.518 2.837
H -9.619 1.004 3.445
H -10.042 -0.728 3.343
H -9.272 1.229 -0.247
```

Its multiplicity is 1. The calculation puts the energy relative to the best compared isomer or geometry (same formula, charge and spin) at 0.0 kcal/mol. Its highest occupied orbital energy is -8.8511 eV. The strongest force on any atom comes out at 0.1444 Eh/bohr. The value obtained for the LUMO energy is -0.83 eV.

=====

Record 5
C16H15ClN2O3 | ωB97M-V/def2-TZVPD

Structure (XYZ):
```
37
C16H15ClN2O3 (ωB97M-V/def2-TZVPD)
C -4.268 0.592 -0.834
O -3.229 -0.331 -1.058
C -2.082 0.106 -1.646
C -1.823 1.424 -2.006
C -0.606 1.754 -2.583
C 0.364 0.796 -2.797
C 0.104 -0.524 -2.440
C 1.129 -1.589 -2.659
O 1.019 -2.501 -3.432
O 2.231 -1.518 -1.889
N 2.254 -0.413 -0.990
C 2.801 -0.657 0.136
N 3.378 -1.820 0.504
C 2.753 0.456 1.147
C 1.475 0.314 1.937
C 0.255 0.454 1.284
C -0.934 0.289 1.968
C -0.904 -0.010 3.321
Cl -2.387 -0.211 4.185
C 0.301 -0.148 3.989
C 1.486 0.009 3.290
C -1.111 -0.870 -1.877
H -3.960 1.390 -0.150
H -5.075 0.021 -0.378
H -4.622 1.034 -1.771
H -2.555 2.199 -1.845
H -0.418 2.780 -2.862
H 1.313 1.060 -3.234
H 3.649 -1.986 1.455
H 3.307 -2.605 -0.123
H 3.623 0.407 1.802
H 2.750 1.406 0.614
H 0.248 0.680 0.229
H -1.878 0.382 1.455
H 0.313 -0.379 5.043
H 2.425 -0.102 3.814
H -1.325 -1.890 -1.601
```

Its multiplicity is 1. The calculation puts the energy relative to the best compared isomer or geometry (same formula, charge and spin) at 56.6 kcal/mol. Its highest occupied orbital energy is -8.6838 eV. The strongest force on any atom comes out at 0.0252 Eh/bohr. The value obtained for the LUMO energy is 0.60 eV.

=====

Record 6
C4H11NSi | ωB97M-V/def2-TZVPD

Structure (XYZ):
```
17
C4H11NSi (ωB97M-V/def2-TZVPD)
C -3.021 0.016 0.259
C -1.754 0.001 -0.526
N -0.633 0.026 0.027
Si 1.002 0.006 -0.507
C 1.791 1.554 0.258
C 1.742 -1.568 0.255
H -3.599 -0.880 0.036
H -3.622 0.877 -0.030
H -2.806 0.058 1.322
H -1.889 -0.032 -1.617
H 1.230 0.003 -1.967
H 1.618 1.591 1.329
H 2.864 1.558 0.095
H 1.388 2.465 -0.173
H 1.547 -1.613 1.322
H 1.325 -2.464 -0.194
H 2.818 -1.596 0.112
```

Its multiplicity is 1. The calculation puts the energy relative to the best compared isomer or geometry (same formula, charge and spin) at 0.0 kcal/mol. Its highest occupied orbital energy is -9.0626 eV. The strongest force on any atom comes out at 0.0248 Eh/bohr. The value obtained for the LUMO energy is 1.08 eV.

=====

Record 7
C23H24N2O5S2 | ωB97M-V/def2-TZVPD

Structure (XYZ):
```
56
C23H24N2O5S2 (ωB97M-V/def2-TZVPD)
C -7.544 -0.778 0.517
O -6.510 0.175 0.578
C -5.292 -0.153 0.096
C -4.950 -1.376 -0.465
C -3.669 -1.607 -0.928
C -2.686 -0.618 -0.847
C -1.371 -0.922 -1.322
C -0.245 -0.173 -1.345
S 0.021 1.480 -0.839
C 1.729 1.400 -1.237
S 2.744 2.670 -1.100
N 2.049 0.165 -1.697
C 3.396 -0.224 -2.064
C 3.951 -1.281 -1.102
C 4.297 -0.649 0.239
O 5.374 -0.107 0.399
N 3.353 -0.633 1.221
C 3.681 0.145 2.411
C 3.634 1.655 2.171
O 2.292 2.082 2.048
C 2.135 -1.349 1.227
C 0.957 -0.691 1.569
C -0.240 -1.382 1.605
C -0.278 -2.731 1.299
C 0.898 -3.397 0.994
C 2.102 -2.718 0.975
C 1.015 -0.751 -1.814
O 1.167 -1.871 -2.249
C -3.031 0.620 -0.281
C -4.304 0.863 0.188
O -4.719 2.024 0.752
C -3.791 3.077 0.877
H -7.767 -1.063 -0.516
H -7.300 -1.674 1.097
H -8.415 -0.293 0.953
H -5.685 -2.161 -0.544
H -3.425 -2.566 -1.359
H -1.229 -1.924 -1.713
H 4.023 0.670 -2.064
H 3.352 -0.649 -3.071
H 4.885 -1.654 -1.524
H 3.236 -2.095 -1.032
H 4.701 -0.115 2.710
H 2.982 -0.125 3.203
H 4.108 2.156 3.027
H 4.206 1.891 1.269
H 2.277 2.927 1.586
H 0.990 0.362 1.806
H -1.150 -0.860 1.865
H -1.216 -3.264 1.313
H 0.882 -4.455 0.783
H 3.021 -3.254 0.786
H -2.280 1.388 -0.212
H -4.339 3.891 1.349
H -2.944 2.795 1.510
H -3.421 3.405 -0.099
```

Its multiplicity is 1. The calculation puts the energy relative to the best compared isomer or geometry (same formula, charge and spin) at 23.2 kcal/mol. Its highest occupied orbital energy is -7.9584 eV. The strongest force on any atom comes out at 0.0241 Eh/bohr. The value obtained for the LUMO energy is -0.78 eV.

=====

Record 8
C4H14N4 | ωB97M-V/def2-TZVPD

Structure (XYZ):
```
22
C4H14N4 (ωB97M-V/def2-TZVPD)
C 0.211 -1.135 2.044
N 0.038 -0.954 0.619
C 1.282 -1.004 -0.168
N 1.964 0.264 -0.135
N 1.030 -1.337 -1.542
H 0.825 -0.325 2.441
H -0.765 -1.095 2.524
H 0.698 -2.088 2.305
H -0.633 -1.632 0.266
H 1.978 -1.761 0.241
H 2.148 0.541 0.821
H 1.382 0.974 -0.564
H 0.393 -0.660 -1.950
H 0.616 -2.258 -1.623
C -1.508 0.968 -1.813
N -1.891 1.011 -0.625
C -1.360 1.977 0.278
H -0.768 1.652 -2.256
H -1.934 0.223 -2.470
H -2.191 2.518 0.728
H -0.849 1.428 1.069
H -0.667 2.692 -0.191
```

Its multiplicity is 1. The calculation puts the energy relative to the best compared isomer or geometry (same formula, charge and spin) at 35.5 kcal/mol. Its highest occupied orbital energy is -8.8087 eV. The strongest force on any atom comes out at 0.0133 Eh/bohr. The value obtained for the LUMO energy is 0.99 eV.

=====

- Which value of strongest force on any atom does entry 4 give?
  0.1444 Eh/bohr

=====

Repeat the fifth record exactly.
C16H15ClN2O3 | ωB97M-V/def2-TZVPD

Structure (XYZ):
```
37
C16H15ClN2O3 (ωB97M-V/def2-TZVPD)
C -4.268 0.592 -0.834
O -3.229 -0.331 -1.058
C -2.082 0.106 -1.646
C -1.823 1.424 -2.006
C -0.606 1.754 -2.583
C 0.364 0.796 -2.797
C 0.104 -0.524 -2.440
C 1.129 -1.589 -2.659
O 1.019 -2.501 -3.432
O 2.231 -1.518 -1.889
N 2.254 -0.413 -0.990
C 2.801 -0.657 0.136
N 3.378 -1.820 0.504
C 2.753 0.456 1.147
C 1.475 0.314 1.937
C 0.255 0.454 1.284
C -0.934 0.289 1.968
C -0.904 -0.010 3.321
Cl -2.387 -0.211 4.185
C 0.301 -0.148 3.989
C 1.486 0.009 3.290
C -1.111 -0.870 -1.877
H -3.960 1.390 -0.150
H -5.075 0.021 -0.378
H -4.622 1.034 -1.771
H -2.555 2.199 -1.845
H -0.418 2.780 -2.862
H 1.313 1.060 -3.234
H 3.649 -1.986 1.455
H 3.307 -2.605 -0.123
H 3.623 0.407 1.802
H 2.750 1.406 0.614
H 0.248 0.680 0.229
H -1.878 0.382 1.455
H 0.313 -0.379 5.043
H 2.425 -0.102 3.814
H -1.325 -1.890 -1.601
```

Its multiplicity is 1. The calculation puts the energy relative to the best compared isomer or geometry (same formula, charge and spin) at 56.6 kcal/mol. Its highest occupied orbital energy is -8.6838 eV. The strongest force on any atom comes out at 0.0252 Eh/bohr. The value obtained for the LUMO energy is 0.60 eV.